No. 1
ORCA calculation (ωB97M-V with the def2-TZVPD basis set) on C5H6N2O2 as an isolated structure in a non-equilibrium geometry.

XYZ file:
```
15
Properties=species:S:1:pos:R:3:forces:R:3
N -0.01447 -0.14289 -0.35176 2.38 0.14 -0.21
H 1.99842 -0.23860 -0.82070 2.59 -0.62 1.52
H 1.07659 0.58698 -1.95074 -0.09 -1.14 0.11
O -0.78218 -2.26483 -0.69718 1.15 1.27 -0.99
N -1.44945 -0.98134 1.05029 -3.08 -4.40 1.68
C -1.10308 0.13846 1.48782 -0.57 7.56 4.11
C 0.57022 2.06988 0.55881 -1.47 1.83 2.32
H 1.07370 2.00835 -0.43377 0.41 1.10 0.53
C -0.72157 -1.14544 0.05839 0.44 -3.68 -5.46
H 0.81892 -1.26896 -1.85988 1.15 1.57 0.82
C 1.09394 -0.31609 -1.27873 -3.57 0.47 -3.27
H -1.14822 -2.84728 -0.08040 -1.18 -2.16 1.10
C -0.13378 0.76826 0.66415 -0.65 2.37 2.11
O 0.53495 3.08460 1.34371 0.35 -4.19 -3.15
H -1.81399 0.54890 2.30999 2.14 -0.12 -1.23
```
Positions in Å, forces in eV/Å.

Values from the calculation:
gap between HOMO and LUMO: 8.87 eV
electronic energy: -454.0487 Eh
LUMO energy: 0.1 eV
HOMO energy: -8.73 eV

=====

No. 2
ORCA calculation (ωB97M-V with the def2-TZVPD basis set) on one molecule with the formula C22H23F3N4O.

XYZ file:
```
53
Properties=species:S:1:pos:R:3:forces:R:3
C -3.54179 0.75782 1.42890 0.09 0.11 -0.14
H 5.38932 -3.92306 2.89022 0.02 -0.10 0.00
H -4.33623 1.09685 2.09004 -0.04 -0.05 0.09
H 1.57763 -1.19510 -1.75906 -0.05 0.03 0.03
C 4.95107 -2.96388 2.66049 -0.01 0.03 0.05
C -3.10068 2.44743 -3.35222 0.01 0.10 -0.14
C 1.55122 -0.42427 0.25395 0.03 0.00 -0.28
C -1.04430 -1.88734 -2.02398 0.01 0.03 -0.11
H 1.31114 -3.49591 1.53596 -0.02 0.05 -0.01
H 3.39519 0.45427 1.84903 -0.08 0.07 -0.05
C 3.81591 -0.51864 2.04556 -0.09 -0.14 -0.01
C 3.17123 -1.68485 1.61901 0.58 0.13 0.36
C -3.60742 1.48339 0.12921 0.23 -0.39 -0.24
H -0.56825 -3.59552 -0.07919 0.02 0.00 -0.02
C 5.62684 0.70418 3.18782 0.10 0.42 0.13
H -2.58739 0.93260 1.92967 0.01 -0.03 0.09
H -3.40149 3.80029 -4.96500 0.02 0.00 -0.09
H -1.87177 -0.37552 -0.38963 0.13 -0.03 -0.21
H -3.65596 -0.31412 1.27658 -0.02 -0.08 0.04
O -2.25136 -0.41733 -3.49429 -0.10 0.00 -0.22
F 5.80090 1.55824 2.15972 -0.06 -0.07 -0.20
C 0.94393 -2.58312 1.07218 -0.10 -0.26 -0.13
H -5.28101 4.96536 -1.30068 -0.06 0.09 0.03
C 3.77416 -2.90994 1.94630 -0.10 0.00 0.01
F 6.82646 0.56061 3.76502 0.12 -0.27 0.03
H -4.79219 3.12771 0.73740 0.07 -0.06 -0.08
H -4.76378 5.38165 -3.68604 -0.04 0.07 -0.02
C -1.91172 -0.66656 -2.35893 0.21 -0.35 0.18
H 0.19646 -2.13113 1.74394 0.00 -0.10 0.01
H 2.39431 0.22783 0.02889 -0.04 0.00 0.04
C -3.03742 1.16131 -1.07912 -0.45 0.20 0.35
N -4.28791 2.66811 -0.00135 -0.10 0.10 0.23
N -2.24035 0.02238 -1.24620 -0.03 0.06 0.54
H 0.98651 -3.39531 -0.92967 -0.04 0.01 0.03
H 3.32600 -3.83341 1.61437 -0.04 -0.07 -0.06
C 5.58857 -1.80515 3.07606 -0.03 0.27 -0.02
H 6.51181 -1.84338 3.63025 0.08 0.01 0.04
H -0.43108 -2.12623 -2.90632 -0.10 0.08 0.05
C 0.84377 -0.75830 -1.06018 0.11 0.26 0.18
C -4.16956 3.12160 -1.28375 0.21 -0.11 -0.44
C -4.67837 4.27275 -1.87021 -0.06 0.10 -0.04
C 0.26237 -2.90791 -0.25506 -0.04 -0.06 0.35
N 2.02613 -1.64818 0.85782 -0.36 0.00 -0.43
H -2.51955 1.74623 -3.92733 0.02 -0.02 -0.02
C 5.00550 -0.59062 2.75398 0.15 -0.14 0.06
C -4.38533 4.49571 -3.19770 -0.11 0.10 0.11
C -3.38021 2.19422 -2.00845 -0.16 0.24 0.14
H 0.45041 0.15839 -1.50373 0.04 0.00 0.00
N -0.25794 -1.67715 -0.82261 0.05 -0.19 -0.07
C -3.60718 3.59175 -3.92551 0.10 -0.03 -0.14
H 0.85263 0.10437 0.92047 0.04 0.07 -0.02
F 4.85690 1.36379 4.07931 -0.18 -0.10 0.04
H -1.72613 -2.72694 -1.85595 0.04 0.02 -0.04
```
Positions in Å, forces in eV/Å.

Values from the calculation:
gap between HOMO and LUMO: 7.86 eV
electronic energy: -1446.0563 Eh
SMILES: Cc1[nH]c2ccccc2c1NC(=O)CN1CCN(c2cccc(C(F)(F)F)c2)CC1
LUMO energy: 0.4 eV
HOMO energy: -7.41 eV

=====

No. 3
ORCA calculation (ωB97M-V with the def2-TZVPD basis set) on C23H40Cl5F8LiO9 as an isolated structure in a non-equilibrium geometry.

XYZ file:
```
86
Properties=species:S:1:pos:R:3:forces:R:3
H -12.90955 -28.43721 -9.05636 -0.05 0.23 0.31
H -8.88904 -35.85250 -9.57671 0.27 -0.11 -0.19
H -8.33026 -33.45320 -6.23743 -0.17 -0.02 0.07
H -9.54489 -33.84309 -8.83503 0.22 0.59 -0.10
C -15.36253 -35.69165 -7.04349 -0.31 -0.60 -0.06
H -10.29024 -29.47353 -13.09112 -0.15 0.26 -0.14
H -10.67994 -37.84608 -9.94482 -0.06 -0.33 -0.51
C -8.27364 -33.80207 -12.70552 0.07 -0.57 1.04
C -8.63093 -34.11698 -8.30801 -0.55 -0.17 0.20
O -11.71982 -30.58532 -11.09866 0.23 0.58 0.26
C -8.91986 -34.17664 -6.80056 0.86 -0.64 -0.02
C -8.74130 -36.38054 -7.47069 0.43 0.68 0.69
H -11.93059 -37.75661 -8.81962 -0.60 0.15 0.04
H -9.33229 -29.38898 -14.59137 -0.32 -0.06 -0.03
O -11.58458 -31.26782 -8.82049 0.96 1.78 2.52
H -8.06469 -34.03833 -11.66216 -0.10 -0.74 -0.07
H -15.72805 -35.86289 -9.15624 -0.36 -0.10 -0.10
O -13.50338 -31.60645 -10.02357 -3.50 -0.08 0.04
H -14.45854 -37.51117 -10.03256 -0.48 0.28 -0.09
H -14.06654 -29.51504 -8.24609 0.16 0.22 0.21
C -13.30730 -34.52134 -0.78412 -1.25 -0.98 0.70
H -6.37465 -31.75311 -14.54854 -0.30 -0.07 -0.11
H -13.48209 -34.48568 0.29118 0.21 0.75 0.11
H -16.71822 -34.60687 -8.42641 0.22 0.71 0.14
C -7.00039 -33.56362 -13.47666 1.41 -1.52 -0.41
H -11.12360 -35.88334 -11.02820 -0.46 0.31 -0.43
O -13.24842 -36.00855 -10.81853 -0.26 0.45 -0.30
H -9.97941 -34.01508 -6.60218 -0.03 -0.26 0.17
C -15.74069 -35.08770 -8.39006 0.65 -1.68 0.22
H -8.21450 -37.31881 -7.29682 0.32 0.17 -0.08
H -14.04866 -34.86768 -5.55086 -0.06 0.16 0.09
C -11.73548 -37.58257 -9.87779 0.40 0.56 0.31
O -8.30960 -31.73836 -13.73653 -0.36 0.66 -0.04
C -13.86788 -37.35551 -10.93533 1.01 0.77 1.40
C -12.70114 -38.27552 -10.81122 0.39 -0.96 -0.44
F -12.43089 -35.48642 -0.98385 1.21 -0.87 -0.66
F -9.83321 -30.63988 -4.95458 -0.57 -0.76 0.07
F -11.74863 -32.85140 -0.82667 1.26 0.39 0.69
H -7.24589 -35.67994 -8.87177 -0.09 -0.24 -0.11
H -13.09043 -39.22793 -10.45140 0.40 -0.21 -0.06
O -11.61212 -32.82321 -10.43850 0.17 -1.79 -1.09
H -15.50040 -33.88268 -5.86650 0.01 -0.01 0.09
C -14.73782 -34.51663 -6.31892 -0.32 -0.27 0.60
H -14.46216 -37.55576 -11.82686 0.13 0.79 -0.10
C -11.88813 -36.10023 -10.28216 0.31 -1.80 0.26
Cl -12.10515 -31.51791 -10.09040 1.70 -1.15 -1.74
H -6.09071 -33.95380 -13.02021 -0.06 -0.11 0.31
C -10.32455 -29.25924 -14.15930 0.14 -0.43 0.06
C -12.01201 -31.69754 -4.74719 1.87 -0.67 2.72
F -13.21245 -31.41634 -5.13873 -2.54 0.15 -0.29
H -11.62473 -35.50942 -9.40485 -0.96 0.67 -0.14
H -12.24162 -38.40088 -11.79163 0.08 -0.22 -0.02
O -8.46075 -35.48966 -6.37993 -0.59 0.15 -0.18
H -6.50832 -31.59047 -12.79861 0.37 -0.06 0.22
C -6.91332 -32.10633 -13.66923 -1.30 1.23 0.18
C -8.97161 -32.47170 -12.67721 -0.05 0.62 -0.96
H -8.80188 -34.58375 -13.25145 -0.42 0.00 0.59
O -14.57664 -34.33328 -8.66225 0.07 1.19 -0.71
H -16.14259 -36.24517 -6.52077 -0.14 0.34 0.06
H -14.20936 -32.72385 -7.39609 0.33 -0.01 -0.15
C -13.82584 -28.47520 -8.46725 -0.33 -0.50 -0.59
Cl -11.45179 -30.42964 -14.88403 0.20 -0.08 0.00
F -11.38529 -29.24467 -4.56119 -1.35 0.03 1.51
H -9.79707 -36.65048 -7.44677 -0.44 0.20 -0.29
C -8.31552 -35.56773 -8.69462 -0.05 -0.28 0.02
H -7.80855 -33.42868 -8.50303 -0.20 -0.05 -0.30
Li -13.99559 -34.12031 -10.66020 0.66 0.22 0.76
O -11.92904 -32.02346 -3.34572 -0.35 1.26 -1.65
C -12.90100 -33.19632 -1.38806 0.48 -0.88 -1.34
H -12.95143 -34.01839 -7.41584 -0.02 0.23 -0.25
Cl -13.76879 -27.50092 -7.01805 0.51 -0.03 0.54
H -14.56524 -36.40947 -7.23630 0.05 -0.17 -0.09
C -14.01853 -33.79651 -7.42889 -0.05 0.29 -0.37
H -10.04867 -32.52596 -12.83565 0.10 0.14 -0.49
C -12.68639 -33.17549 -2.90483 1.05 -0.32 -1.67
H -12.01066 -33.99511 -3.14918 -0.21 -0.50 0.34
F -11.62795 -32.79880 -5.49927 0.07 1.07 0.64
Cl -10.88647 -27.62004 -14.48057 0.09 0.20 0.17
F -13.83194 -32.39176 -0.95253 -1.65 2.09 0.32
H -11.32338 -30.19833 -6.18792 -0.30 -0.85 -0.34
Cl -15.15099 -27.86529 -9.46078 -0.24 -0.02 -0.53
H -8.87965 -31.96217 -11.71803 0.41 0.14 0.12
F -14.50000 -34.93506 -1.30814 -0.06 0.19 -0.51
H -7.08976 -34.11721 -14.41135 0.14 0.36 -0.30
C -11.18386 -30.42668 -5.13128 2.58 -0.04 -1.45
H -13.53911 -33.28659 -3.57463 -0.55 -0.02 0.75
```
Positions in Å, forces in eV/Å.

Values from the calculation:
gap between HOMO and LUMO: 9.10 eV
electronic energy: -4684.6458 Eh
LUMO energy: -0.5 eV
HOMO energy: -9.56 eV

=====

Q: Among the records above, which one has the lowest LUMO energy?
A: C23H40Cl5F8LiO9